(1)
DFT (the ωB97M-V functional and the def2-TZVPD basis) results for C14H21AuN5 as an isolated structure in a non-equilibrium geometry.

Geometry as XYZ:
```
41
Properties=species:S:1:pos:R:3:forces:R:3
Au -1.94156 -1.23879 -2.29190 0.0 0.2 -0.1
N 0.01420 -1.17681 -2.18749 -1.2 -1.7 0.5
N -2.43833 -0.76327 1.83343 1.1 -0.2 -0.4
N 0.05803 -1.04889 1.97227 0.0 0.2 -0.9
N -1.14868 -0.05881 3.79011 -0.8 -0.6 0.4
N -0.93699 1.17863 1.71101 -0.7 0.3 0.0
C 3.01406 1.49078 -3.06178 0.0 0.0 -0.1
C -0.98026 1.27530 3.16999 0.7 -1.8 0.4
C 2.30995 -2.25026 -2.96494 -0.4 -0.3 -0.8
C -2.24818 0.59386 1.26151 1.0 -0.3 -0.3
C -1.22005 -1.58490 1.45181 -0.7 -0.4 0.7
C -0.62871 1.87745 -2.26341 -1.9 0.0 0.3
C 0.68306 1.22010 -2.50739 0.2 -0.9 -0.8
C 0.21956 0.29025 1.35920 -2.0 -0.5 -0.5
C 3.18432 0.10935 -3.20290 -1.3 0.1 0.5
C 2.11745 -0.78591 -2.97585 1.2 2.1 0.2
C -2.40205 -0.68643 3.30047 0.5 0.3 0.3
C 0.83595 -0.25170 -2.60290 0.3 1.9 0.2
C -0.05713 -0.97839 3.40771 -1.6 1.2 -0.4
C 1.77496 2.01681 -2.72399 -0.3 0.9 0.2
H 1.59393 3.12381 -2.57901 0.6 -1.2 -0.4
H 3.78730 2.19955 -3.25790 0.8 0.1 -0.1
H -2.42695 -1.69905 3.77737 -0.2 0.6 -0.7
H -0.99773 2.66474 -3.04306 0.9 -1.3 1.3
H 1.51921 -2.66153 -3.62749 0.4 -0.3 0.6
H 2.22520 -2.66542 -1.96060 -0.3 -0.1 0.0
H 4.15960 -0.25673 -3.46782 0.3 -0.3 -0.1
H -0.68481 2.31672 -1.22467 0.0 -0.1 -1.0
H 0.20277 0.09728 0.26760 0.3 0.5 0.4
H -3.06697 1.24296 1.58503 0.1 0.0 0.1
H -0.39716 -1.94538 3.74654 0.5 -0.5 0.4
H 0.81594 -0.61009 3.89971 1.0 -0.1 0.1
H -3.26534 -0.12211 3.66863 0.0 0.1 -0.1
H -0.02387 1.61349 3.57745 0.0 0.5 -0.3
H -1.40511 -2.54438 1.96495 0.3 0.1 -0.4
H 1.08797 0.82733 1.68581 0.8 -0.1 0.1
H -1.78549 1.84656 3.61233 -0.3 0.7 -0.6
H 3.29101 -2.50310 -3.35698 0.2 -0.1 -0.1
H -1.38798 1.04307 -2.25409 0.3 1.1 -0.1
H -1.18097 -1.75784 0.37024 0.1 0.4 0.2
H -2.27015 0.56178 0.14103 0.2 -0.3 0.9
```
Forces are in eV/Å.

## Properties
2S+1: 1
Energy relative to the best compared isomer or geometry (same formula, charge and spin) (kcal per mole): 16.0
Highest occupied orbital energy (eV): -2.5
Net charge: -1

What are the Mulliken partial charges on each atom? They are as follows, in elementary charge units:
1 Au -0.404
2 N -0.640
3 N 0.041
4 N 0.053
5 N -0.026
6 N 0.057
7 C -0.737
8 C -0.787
9 C -1.355
10 C -0.362
11 C -0.628
12 C -1.095
13 C 0.726
14 C -0.129
15 C -0.548
16 C 0.723
17 C -0.705
18 C 0.570
19 C -0.820
20 C -0.553
21 H 0.241
22 H 0.357
23 H 0.368
24 H 0.349
25 H 0.305
26 H 0.204
27 H 0.319
28 H 0.210
29 H -0.217
30 H 0.333
31 H 0.486
32 H 0.336
33 H 0.309
34 H 0.377
35 H 0.421
36 H 0.418
37 H 0.351
38 H 0.417
39 H -0.041
40 H 0.074
41 H 0.001

=====

(2)
DFT (the ωB97M-V functional and the def2-TZVPD basis) results for a 3-piece molecular cluster, C14H21BrNO4 overall in a non-equilibrium geometry.

Geometry as XYZ:
```
41
Properties=species:S:1:pos:R:3:forces:R:3
Br 4.54652 6.02783 -2.57710 -0.2 -0.2 0.3
O 2.03078 0.12500 -0.10818 0.2 2.4 -0.1
O -2.57879 -2.34946 2.64507 0.3 0.1 0.1
O -0.68230 -1.59917 -2.88702 -0.1 0.1 0.1
O 1.57142 1.31223 1.73244 0.6 0.7 -0.1
N 3.78225 4.65446 -1.55023 -0.1 -0.5 0.3
C 3.85684 2.30654 -0.88642 -1.4 2.5 0.2
C -2.06995 -2.51305 3.97695 -0.3 0.0 0.1
C -1.70527 -1.48041 1.91708 -0.1 -0.3 -0.1
C -1.54106 -2.68513 -3.26649 0.0 0.0 -0.3
C -0.66149 -1.94528 3.97786 0.2 -0.2 0.0
C 2.66717 4.93629 -0.80438 -0.7 -1.9 0.9
C 2.03304 1.30429 0.63962 -0.7 -0.9 -0.7
C -2.85668 -1.14210 -2.06323 -0.2 0.3 -0.1
C -1.39764 -0.72732 -2.00512 0.2 -0.1 0.1
C 2.62718 2.54689 -0.09612 1.5 0.5 -1.2
C 2.04234 3.87680 -0.04032 1.6 -0.6 -0.9
C -0.76414 -0.85578 2.92744 0.0 0.3 0.1
C -2.74760 -2.62879 -2.34654 0.0 -0.3 0.2
C 4.40194 3.43045 -1.61207 -0.9 -1.7 1.2
H 4.34631 1.30892 -0.92627 -0.5 1.0 0.0
H -0.99664 -3.62736 -3.18912 0.1 0.1 0.0
H -1.24395 0.31093 -2.31226 0.1 0.0 -0.1
H 1.13532 4.05813 0.57897 0.9 0.0 -0.6
H 0.04963 -2.70996 3.65163 0.0 0.0 0.0
H -0.98705 -0.85857 -0.99717 -0.1 0.1 0.1
H -2.29437 -0.73463 1.37751 -0.1 -0.1 0.0
H -2.09833 -3.56807 4.25356 -0.1 0.0 -0.1
H -3.35513 -0.64056 -2.89780 0.0 0.0 0.1
H -0.34762 -1.58410 4.95738 0.0 0.0 0.0
H -2.53658 -3.16890 -1.41902 0.0 0.0 0.0
H 5.32129 3.30562 -2.23041 -1.0 0.5 0.6
H 0.19310 -0.57037 2.49399 -0.1 0.0 0.0
H -3.64385 -3.05767 -2.79414 0.1 0.0 0.0
H 1.99103 0.42791 -1.03923 0.1 -0.8 0.2
H -1.15630 -2.08772 1.18776 0.0 0.1 -0.1
H -3.40327 -0.90717 -1.14951 0.0 0.0 0.0
H -1.22235 0.03733 3.36319 0.0 0.0 0.0
H -1.83120 -2.53494 -4.31153 0.0 -0.1 0.0
H -2.72316 -1.95662 4.65735 0.0 0.0 0.1
H 2.24860 5.96353 -0.82815 0.6 -0.9 -0.1
```
Forces are in eV/Å.

## Properties
2S+1: 1
Highest occupied orbital energy (eV): -11.0
Net charge: +1

What are the Mulliken partial charges on each atom? They are as follows, in elementary charge units:
1 Br 0.163
2 O -0.428
3 O -0.441
4 O -0.428
5 O -0.425
6 N -0.217
7 C -0.355
8 C -0.557
9 C -0.065
10 C -0.469
11 C -0.626
12 C 0.041
13 C 0.548
14 C -0.507
15 C 0.007
16 C 0.285
17 C -0.628
18 C -0.171
19 C -0.494
20 C -0.091
21 H 0.455
22 H 0.281
23 H 0.235
24 H 0.432
25 H 0.275
26 H -0.069
27 H 0.146
28 H 0.314
29 H 0.292
30 H 0.367
31 H 0.221
32 H 0.409
33 H 0.073
34 H 0.344
35 H 0.371
36 H 0.100
37 H 0.328
38 H 0.322
39 H 0.270
40 H 0.271
41 H 0.418

=====

(3)
DFT (the ωB97M-V functional and the def2-TZVPD basis) results for C14H21Cl2N5O6 as an isolated structure in a non-equilibrium geometry.

Geometry as XYZ:
```
48
Properties=species:S:1:pos:R:3:forces:R:3
Cl -11.36911 -23.26700 4.84472 5.0 0.6 4.8
Cl -13.28978 -25.26350 6.07978 7.5 -0.2 4.3
O -16.76030 -22.33991 7.89442 -0.5 -0.2 0.7
O -17.58042 -24.17054 7.12522 -1.8 0.9 1.7
O -19.84011 -25.08835 3.74895 0.3 -0.3 -1.0
O -16.62659 -27.00031 4.66641 6.3 4.5 0.5
O -19.69058 -25.89527 1.71273 0.6 0.5 1.7
O -15.86401 -26.93614 6.70879 1.0 1.0 -2.4
N -17.68429 -22.97326 7.41740 2.3 -1.0 -2.1
N -18.99378 -27.93496 5.14322 0.1 -1.1 1.4
N -13.65247 -23.05609 2.15207 -2.1 -0.3 -0.9
N -15.99839 -26.45124 5.57159 -0.1 1.6 1.8
N -19.20849 -25.56547 2.80931 -0.9 -0.2 0.0
C -15.06629 -25.37683 2.76246 0.9 -0.6 0.5
C -17.76504 -25.74979 3.01245 -0.8 0.1 -2.2
C -14.03764 -24.90945 3.57515 1.2 -1.1 -3.1
C -17.76009 -28.27011 5.66374 -3.8 -4.9 2.4
C -18.79205 -28.88766 7.80116 1.4 0.1 -1.4
C -15.54141 -24.59196 1.77127 0.6 1.9 -1.4
C -20.03073 -28.61932 7.25118 0.4 -0.1 0.0
C -11.55124 -24.72078 5.88143 -0.2 0.0 0.2
C -20.09592 -28.14764 5.94131 1.7 1.0 -0.3
C -15.64743 -24.96583 5.43979 -3.5 -0.2 0.9
C -14.83662 -23.41360 1.51975 2.3 0.1 0.7
C -13.26495 -23.80708 3.19947 -3.3 -0.7 -1.6
C -17.62738 -28.72607 6.99612 -2.2 -0.1 0.9
C -18.73341 -22.19257 6.78261 -1.1 1.9 0.6
H -18.73917 -29.32019 8.78935 0.2 0.1 0.2
H -19.73555 -22.59383 6.93362 0.4 -0.3 -0.2
H -16.45103 -24.56007 6.05436 0.3 0.0 -0.3
H -18.63216 -21.20813 7.23947 -0.4 -0.1 0.3
H -13.82925 -25.52046 4.44098 0.1 0.2 -2.4
H -15.16237 -22.78132 0.70703 0.1 0.3 0.0
H -20.86625 -28.82936 7.90248 -0.5 0.2 -0.5
H -17.33040 -24.88427 3.51252 -0.7 0.0 -0.3
H -15.66566 -24.56178 4.42761 -0.6 -0.4 1.2
H -15.55003 -26.27948 3.10543 0.2 0.0 -0.6
H -17.37700 -25.90781 2.00620 -0.3 0.3 0.3
H -16.89558 -28.36923 5.02405 -1.9 -2.8 1.1
H -11.02405 -25.57515 5.45692 0.1 0.4 0.1
H -11.17040 -24.36456 6.83860 -0.2 -0.6 -0.1
H -21.03873 -27.79974 5.54572 -0.1 -0.2 -0.3
H -17.42949 -26.62317 3.57164 -2.4 0.9 -1.3
H -12.44817 -23.46166 3.81587 -2.8 -0.7 -3.0
H -16.68809 -28.99405 7.45690 0.1 0.0 -0.4
H -16.42486 -24.74245 1.16857 0.3 -0.2 0.0
H -18.49699 -21.94274 5.74831 0.1 -1.0 -0.1
H -14.72946 -24.74381 5.98396 -3.2 0.7 -0.4
```
Forces are in eV/Å.

## Properties
2S+1: 1
Highest occupied orbital energy (eV): -8.3

What are the Mulliken partial charges on each atom? They are as follows, in elementary charge units:
1 Cl -0.220
2 Cl -0.098
3 O -0.504
4 O -0.510
5 O -0.599
6 O -0.378
7 O -0.635
8 O -0.557
9 N 0.793
10 N -0.313
11 N -0.632
12 N 1.070
13 N 1.108
14 C -1.079
15 C -1.311
16 C 0.001
17 C -0.312
18 C -0.310
19 C -0.431
20 C -0.435
21 C -0.346
22 C -0.351
23 C -1.124
24 C -0.585
25 C -0.754
26 C -0.458
27 C -0.762
28 H 0.397
29 H 0.255
30 H 0.156
31 H 0.372
32 H 0.778
33 H 0.393
34 H 0.362
35 H 0.347
36 H 0.717
37 H 1.335
38 H 0.436
39 H 0.555
40 H 0.330
41 H 0.364
42 H 0.377
43 H 0.630
44 H 0.594
45 H 0.360
46 H 0.391
47 H 0.286
48 H 0.297

=====

(4)
DFT (the ωB97M-V functional and the def2-TZVPD basis) results for C14H21ClOPt as an isolated structure in a non-equilibrium geometry.

Geometry as XYZ:
```
38
Properties=species:S:1:pos:R:3:forces:R:3
Pt -0.60346 -0.30682 -0.51860 2.5 0.3 1.5
Cl -2.65490 -0.30838 -1.47140 -2.6 -0.4 -1.5
O 0.46286 -2.21162 -1.74447 -0.7 0.0 -0.2
C 1.47829 1.77634 -0.28791 0.9 -0.8 -0.7
C 0.31215 -0.50943 2.25860 0.9 -1.0 -0.2
C -1.52408 -1.32102 1.08618 0.2 0.7 1.0
C -6.50696 -1.08660 -3.46178 0.8 0.2 0.4
C 1.20253 0.96763 -1.43399 -0.4 0.9 0.2
C -0.70314 0.46506 2.33480 -0.5 0.5 0.5
C -1.82233 0.03302 1.59573 -0.3 -1.5 -0.7
C -5.78076 -0.61924 -4.65460 0.6 0.1 0.1
C -6.34027 -2.48059 -3.01937 0.5 -0.1 0.3
C -7.06796 -0.09542 -2.52948 0.4 0.3 0.4
C -0.17447 1.26780 -1.84839 0.2 1.0 0.3
C 0.29385 2.44038 0.10783 -0.2 0.6 0.2
C -0.10853 -1.57006 1.41130 -0.9 0.1 0.4
C -0.74907 2.11670 -0.78957 0.4 -0.7 -1.3
H 1.23772 -0.51937 2.82982 -0.2 0.2 -0.3
H -0.61229 1.07911 -2.83023 0.2 0.2 0.4
H -6.37140 -0.60492 -5.58686 -0.1 -0.1 0.3
H 0.33720 -1.98962 -2.68311 0.2 -0.1 0.2
H 1.92731 0.43008 -2.04358 -0.2 0.1 0.3
H -4.90572 -1.26485 -4.82217 -0.4 0.0 -0.2
H -0.15057 -2.95519 -1.60218 0.3 0.2 -0.1
H -7.14268 -3.16938 -3.33565 0.0 0.3 -0.1
H -5.40805 0.40122 -4.47799 -0.4 -0.2 -0.2
H -5.38875 -2.87246 -3.40985 -0.5 0.0 -0.1
H 2.47712 1.92325 0.13321 -0.5 -0.2 0.0
H -6.91667 -0.43839 -1.49342 -0.4 0.0 -0.4
H -8.14383 0.11293 -2.66152 0.2 -0.2 -0.2
H 0.39242 -2.52600 1.24915 0.0 0.5 0.1
H -1.75742 2.51184 -0.79744 0.2 -0.1 0.0
H -0.69298 1.35826 2.96137 0.1 -0.3 -0.3
H 0.22056 3.18985 0.89903 0.0 -0.4 -0.2
H -6.52621 0.85731 -2.64003 -0.4 -0.2 -0.2
H -2.24926 -2.04993 0.73392 0.2 0.2 0.2
H -2.78489 0.52841 1.48469 0.4 -0.1 0.1
H -6.28290 -2.51169 -1.92007 -0.3 -0.1 -0.4
```
Forces are in eV/Å.

## Properties
2S+1: 5
Highest occupied orbital energy (spin up / spin down) (eV): -13.3 / -15.3
Net charge: +2

What are the Mulliken partial charges on each atom? They are as follows, in elementary charge units:
1 Pt 0.755
2 Cl -0.507
3 O -0.615
4 C -0.486
5 C -0.512
6 C -0.115
7 C 1.159
8 C -0.640
9 C -0.382
10 C -0.467
11 C -1.107
12 C -1.106
13 C -1.115
14 C -0.096
15 C -0.391
16 C -0.642
17 C -0.498
18 H 0.503
19 H 0.509
20 H 0.361
21 H 0.337
22 H 0.465
23 H 0.344
24 H 0.337
25 H 0.360
26 H 0.348
27 H 0.342
28 H 0.493
29 H 0.349
30 H 0.361
31 H 0.476
32 H 0.453
33 H 0.544
34 H 0.544
35 H 0.346
36 H 0.511
37 H 0.436
38 H 0.348

=====

(5)
DFT (the ωB97M-V functional and the def2-TZVPD basis) results for C14H21F6FeN3O15PS4 as an isolated structure in a non-equilibrium geometry.

Geometry as XYZ:
```
65
Properties=species:S:1:pos:R:3:forces:R:3
Fe -0.61650 0.03110 -0.28168 -1.0 0.1 -0.4
S 3.67085 -0.37351 0.60183 0.2 -0.4 0.2
S 1.80774 -1.85080 1.86109 0.1 0.0 0.1
S -2.27734 -1.90016 0.78737 0.0 -0.1 -0.1
S -3.25960 0.87278 -1.02807 -0.2 0.0 -0.1
P 1.36271 -0.74273 -3.00766 -0.1 0.1 -0.4
F 4.92635 1.38803 2.06442 0.0 0.0 0.0
F -0.10631 -2.26824 3.54499 0.0 0.0 -0.1
F 1.79813 -1.79985 4.45423 0.1 0.0 -0.1
F 5.96925 0.77399 0.26826 -0.1 0.0 0.0
F 0.61596 -0.22440 3.57948 0.0 0.0 -0.1
F 5.90484 -0.54188 1.98289 -0.1 0.0 0.0
O -4.09277 1.85119 -1.65666 0.0 0.0 0.0
O 0.67768 3.85633 -0.82014 0.1 0.1 -0.1
O -2.29883 -3.15437 1.46700 0.0 0.0 0.1
O 0.03294 1.75033 -1.01431 0.2 -0.1 -0.1
O 2.99202 0.69802 -0.07470 0.1 0.1 0.4
O 0.91247 -1.50477 0.76271 -0.2 0.3 0.0
O 4.08819 -1.47549 -0.24948 0.1 0.1 0.1
O -2.23800 0.25744 -1.88826 0.3 -0.1 0.0
O -2.54242 1.31294 0.18259 0.3 0.1 0.2
O 2.16947 -3.23420 1.92608 0.0 0.0 -0.1
O 0.89873 -0.85759 -4.40601 0.0 0.1 0.0
O -0.16124 1.26809 1.44532 0.0 0.0 -0.2
O -1.55252 -1.87389 -0.50589 0.2 -0.2 -0.1
O -1.66747 -0.77433 1.53108 -0.1 0.1 0.1
O 0.35051 -0.71818 -1.87984 0.4 -0.2 0.5
N 1.30615 1.84613 -3.30854 0.1 0.2 -0.1
N 2.00707 -2.88336 -1.41547 0.2 -0.1 0.2
N 3.01344 -0.85289 1.94018 0.1 0.3 0.1
C -0.95296 3.56393 1.72262 0.1 0.0 -0.1
C 2.50008 -2.13398 -2.61331 0.0 0.0 0.0
C -4.92004 -2.38289 0.84325 0.0 0.0 0.0
C -4.35414 -0.41924 -0.43616 0.0 0.1 0.0
C -6.26011 -2.21979 0.51580 0.0 0.0 0.0
C 5.22057 0.35186 1.28815 0.1 0.1 0.0
C 0.15688 2.66113 1.20077 0.0 0.1 0.0
C -3.96535 -1.49562 0.37424 0.0 -0.1 0.0
C 2.31862 0.82484 -2.91311 0.0 -0.1 0.0
C 0.96319 -1.49486 3.46209 -0.1 -0.1 0.3
C -5.69122 -0.27263 -0.76276 0.0 0.0 0.0
C 0.30529 2.82192 -0.31395 0.0 -0.1 0.2
C 1.47899 2.96710 1.88719 0.0 0.0 0.0
C -6.64350 -1.16997 -0.29470 0.0 0.0 0.0
H -1.04790 1.19537 1.83217 0.0 0.0 0.1
H 0.79568 1.52426 -4.13704 0.0 0.0 0.0
H 1.79287 3.97543 1.62307 0.0 0.0 0.0
H 2.24810 2.26315 1.57918 0.0 0.0 0.0
H -4.59947 -3.21098 1.45732 0.0 0.0 0.0
H 2.66018 1.05448 -1.90611 0.0 0.0 -0.3
H 1.71969 2.76298 -3.47620 -0.1 -0.1 0.0
H 3.50852 -1.79415 -2.38346 -0.1 0.0 -0.1
H 1.84134 -3.86961 -1.60375 0.0 0.0 0.0
H -1.90654 3.33393 1.25250 0.0 0.0 0.0
H 1.34576 2.90307 2.96688 0.0 0.0 0.0
H -6.99148 -2.92087 0.89352 0.0 0.0 0.0
H 1.13649 -2.45947 -1.04211 0.1 0.0 -0.1
H -5.97983 0.56491 -1.38041 0.0 0.0 0.0
H -7.68187 -1.03420 -0.56481 0.0 0.0 0.0
H 3.14631 0.83391 -3.61962 0.0 -0.1 0.0
H -0.69446 4.59924 1.50609 0.0 0.0 0.0
H 2.72010 -2.79506 -0.66964 -0.2 -0.1 -0.2
H -1.03378 3.44686 2.80456 0.0 0.0 0.0
H 0.65479 1.93391 -2.47152 -0.2 0.0 -0.1
H 2.51770 -2.78471 -3.48353 0.0 0.0 0.0
```
Forces are in eV/Å.

## Properties
2S+1: 6
Energy relative to the best compared isomer or geometry (same formula, charge and spin) (kcal per mole): 5.2
Highest occupied orbital energy (spin up / spin down) (eV): -9.9 / -9.8

What are the Mulliken partial charges on each atom? They are as follows, in elementary charge units:
1 Fe 2.753
2 S 1.303
3 S 0.942
4 S 1.906
5 S 1.472
6 P 0.746
7 F -0.198
8 F -0.202
9 F -0.218
10 F -0.213
11 F -0.168
12 F -0.199
13 O -0.747
14 O -0.707
15 O -0.725
16 O -0.588
17 O -0.823
18 O -0.283
19 O -0.929
20 O -0.646
21 O -0.587
22 O -0.673
23 O -0.824
24 O -0.134
25 O -0.778
26 O -0.756
27 O -0.660
28 N -0.064
29 N 0.101
30 N -0.553
31 C -2.051
32 C -0.787
33 C -0.526
34 C -0.599
35 C -0.608
36 C 0.403
37 C 1.769
38 C -0.035
39 C -0.401
40 C 0.539
41 C -0.584
42 C -0.105
43 C -1.595
44 C -0.638
45 H 0.375
46 H 0.403
47 H 0.391
48 H 0.145
49 H 0.562
50 H 0.105
51 H 0.425
52 H 0.331
53 H 0.406
54 H 0.399
55 H 0.446
56 H 0.404
57 H 0.028
58 H 0.574
59 H 0.398
60 H 0.553
61 H 0.463
62 H 0.339
63 H 0.460
64 H -0.048
65 H 0.510